No. 1
# C22H41Cl3GdN3O5Si

C22H41Cl3GdN3O5Si as an isolated structure at a distorted geometry (the ωB97M-V functional and the def2-TZVPD basis, the Open Molecules 2025 dataset).

Its expectation value of S² is 15.84. The spin multiplicity is 8. The value obtained for the HOMO energy (spin up / spin down) is -7.32 / -7.35 eV. The energy relative to the best compared isomer or geometry (same formula, charge and spin) comes out at 0.0 kcal/mol.

Each line ends with the Löwdin spin population.
Positions of all 76 atoms, in Å:
1 Gd 2.55573 -0.61850 -1.35311  7.1085
2 Cl 7.10709 0.94760 0.37772  0.0000
3 Cl 2.87570 -2.07513 -3.53382  -0.0264
4 Cl 0.40770 0.48875 -2.48771  -0.0191
5 Si 6.35969 -0.71946 1.28238  0.0001
6 O 1.40766 -0.40414 0.69504  -0.0026
7 O 0.63489 1.64595 1.23841  0.0001
8 O 3.13281 1.63296 -0.51985  -0.0043
9 O 4.52162 -0.45259 -1.89861  -0.0388
10 O 2.65286 -2.62413 -0.12056  -0.0115
11 N -1.08129 -0.83008 -0.38590  0.0001
12 N 2.94045 3.65551 0.52821  0.0002
13 N 2.59209 -4.86412 0.31264  0.0003
14 C 0.48627 0.44095 0.99242  0.0008
15 C 5.03561 2.05041 -3.06608  0.0005
16 C 4.36666 3.93983 0.63850  0.0000
17 C 5.87520 -2.30704 0.28332  0.0003
18 C 6.75177 -1.47561 -2.56901  -0.0013
19 C 7.90793 -1.51566 1.92967  0.0000
20 C 2.34354 -6.23255 -0.15604  -0.0001
21 C 7.30116 1.13785 -3.51063  -0.0005
22 C 7.97810 -1.13815 -1.98110  -0.0006
23 C 5.57496 -0.48748 -2.76231  -0.0052
24 C 9.05597 -2.01262 -1.98739  0.0000
25 C 2.37542 -3.80798 -0.47047  0.0003
26 C 6.03990 0.92624 -3.07832  -0.0005
27 C 7.78804 2.48256 -3.90345  -0.0001
28 C 2.48106 2.67112 -0.25370  0.0002
29 C 8.96794 -3.21659 -2.67199  -0.0005
30 C 3.03957 -4.60547 1.68192  0.0001
31 C -0.93920 -0.09768 0.90051  -0.0001
32 C 4.76768 -0.06823 1.87901  0.0002
33 C 7.70842 -3.61235 -3.12536  0.0000
34 C 2.03495 4.27250 1.46960  0.0000
35 C 6.61351 -2.75269 -3.09180  -0.0006
36 H 9.84295 -3.87552 -2.68750  0.0000
37 H 7.64207 -2.59036 1.94543  0.0000
38 H 5.60465 -3.00462 1.09939  0.0000
39 H 4.29006 0.67902 1.21801  0.0001
40 H 6.71045 -2.80216 -0.24465  0.0000
41 H 1.45170 2.77619 -0.59857  0.0000
42 H 2.60637 4.61939 2.32989  0.0000
43 H -1.65972 0.72186 0.95220  0.0000
44 H 1.42546 5.07044 1.03061  0.0000
45 H 3.03029 -6.51504 -0.96376  0.0000
46 H -1.04266 -0.80785 1.71950  0.0000
47 H 2.47418 -6.91847 0.68020  0.0000
48 H 4.03634 -4.14979 1.67863  0.0000
49 H 7.41918 3.22909 -3.18523  0.0000
50 H 4.50232 4.80085 1.28337  0.0000
51 H 1.34327 3.49330 1.77696  0.0000
52 H 8.88368 2.50922 -3.88377  0.0000
53 H -0.68392 -0.24754 -1.19797  -0.0002
54 H 5.66611 -3.08782 -3.50504  -0.0003
55 H 4.11530 -0.95662 1.96205  0.0000
56 H 1.31928 -6.32808 -0.53142  0.0000
57 H 3.05846 -5.55059 2.21995  0.0000
58 H 5.04847 -0.84499 -3.66476  -0.0004
59 H 2.33446 -3.92232 2.16646  0.0000
60 H 9.93649 -1.70928 -1.44615  0.0000
61 H 4.91486 2.43579 -4.09367  0.0000
62 H -0.54328 -1.70567 -0.39505  0.0001
63 H 4.88177 3.08375 1.06944  0.0000
64 H 4.04160 1.80916 -2.67152  0.0004
65 H 1.89103 -4.05399 -1.43500  0.0002
66 H 8.73944 -1.33171 1.22653  0.0000
67 H 7.45370 2.78053 -4.91842  0.0000
68 H 8.12722 -0.13586 -1.58961  0.0000
69 H 8.05549 -1.05175 2.90903  0.0000
70 H 7.95022 0.31153 -3.82061  0.0000
71 H 5.45827 2.85387 -2.44617  0.0000
72 H 5.00525 -2.29030 -0.39988  0.0003
73 H 7.60344 -4.60379 -3.55229  0.0000
74 H -2.05925 -1.02352 -0.63098  0.0000
75 H 5.04418 0.37547 2.85436  0.0000
76 H 4.80064 4.14047 -0.34246  0.0000


No. 2
# C22H42BBr2FN6O5

A 4-piece molecular cluster, C22H42BBr2FN6O5 overall at a distorted geometry (the ωB97M-V functional and the def2-TZVPD basis, the Open Molecules 2025 dataset).

The value obtained for the HOMO energy is -8.84 eV.

Each line ends with the Löwdin charge.
Positions of all 79 atoms, in Å:
1 Br -1.81930 -3.89480 -1.40886  0.6575
2 Br -4.42313 -3.54549 -2.48916  0.5432
3 F -0.30666 4.19903 -0.78673  -0.1173
4 O 0.80725 -1.89923 -1.54952  0.0390
5 O 4.11690 -3.48323 1.20686  0.0131
6 O 1.59094 2.92667 -4.74235  -0.0103
7 O 0.93013 0.50736 -1.96503  -0.0514
8 O 2.09994 1.10074 3.79573  -0.0029
9 N -2.81743 -0.77505 -3.49368  0.1629
10 N 2.84657 -5.16576 0.29599  -0.1999
11 N 0.48123 4.93705 -4.81264  -0.1999
12 N -0.04828 -0.76193 1.85637  -0.1050
13 N 1.54997 1.68996 5.94558  -0.2031
14 N -3.71508 0.25163 1.77185  0.1583
15 C -4.31425 -2.53984 -0.72686  -0.6442
16 C -5.08077 -1.17008 -0.96343  -0.1704
17 C -1.43809 -0.38159 -1.02983  -0.1697
18 C -0.79751 -1.86137 1.16476  -0.1915
19 C 3.68966 -6.21183 0.84039  -0.0489
20 C 1.69379 -5.53641 -0.49849  -0.0658
21 C -0.08636 6.04900 -4.07784  -0.0579
22 C -2.82190 -2.60575 -0.20154  -0.5607
23 C 1.38346 -1.15414 2.10758  -0.1083
24 C 0.50600 1.93403 6.91979  -0.0620
25 C -2.85233 -0.43534 1.25875  -0.1293
26 C 2.93490 1.84282 6.34730  -0.0427
27 C 3.16476 -3.86089 0.54845  -0.3504
28 C 1.09395 3.89154 -4.18506  -0.3156
29 C 1.27168 1.32048 4.66122  -0.3352
30 C -1.65470 1.23289 -0.80017  -0.1444
31 C 1.02057 0.26495 -3.42082  -0.0611
32 C -1.04140 3.51363 0.25567  -0.1587
33 C -1.98241 -1.29459 0.16773  -0.2928
34 C -0.73081 1.90758 0.30298  -0.1567
35 C 0.39575 4.93488 -6.25998  -0.0466
36 C -2.20537 -0.61401 -2.45376  -0.1512
37 B 0.12906 -0.62540 -1.48274  -0.5293
38 H 4.70704 -6.08513 0.46149  0.0926
39 H -0.67132 3.93979 1.27161  0.1210
40 H 1.40501 4.89987 -6.67808  0.0927
41 H 1.15287 -4.65230 -0.84163  0.0415
42 H 3.31187 -7.19514 0.55627  0.0853
43 H 3.70825 -6.12579 1.92993  0.0920
44 H -0.48385 -0.50416 2.75394  0.0936
45 H -4.99027 -3.18381 -0.03403  0.1080
46 H -0.11775 5.82963 -6.61475  0.0862
47 H -1.33405 -2.41453 2.04305  0.1409
48 H 0.39822 1.81387 0.16269  0.1276
49 H -0.14239 -2.65507 0.67425  0.0994
50 H 0.22342 -0.50370 -3.78524  0.0946
51 H 0.81653 1.23719 -4.02107  0.0858
52 H -5.89022 -1.06023 -0.13463  0.0921
53 H 1.51834 -2.29890 2.01964  0.0722
54 H 2.46088 -3.14803 0.08883  0.1085
55 H 2.10916 -0.68591 1.33336  0.1109
56 H 1.02553 -6.15153 0.11035  0.0899
57 H -0.48218 1.78232 6.48177  0.0843
58 H 3.45680 0.89377 6.20110  0.0954
59 H 0.63497 1.24624 7.75961  0.0897
60 H -2.17032 3.72125 0.22265  0.1225
61 H 0.58550 2.96449 7.27602  0.0898
62 H -1.00282 1.60137 1.39002  0.1031
63 H 0.40737 6.97238 -4.39217  0.0888
64 H -2.78048 1.49887 -0.68178  0.1269
65 H -2.85160 -3.22563 0.78517  0.1101
66 H -5.68914 -1.25440 -1.94851  0.0658
67 H -4.46252 -0.20902 -0.93497  0.0588
68 H -1.15522 6.11280 -4.29851  0.0900
69 H 3.40753 2.60291 5.72012  0.0948
70 H 2.03022 -6.11023 -1.36639  0.0908
71 H 0.04969 5.91850 -3.00270  0.0778
72 H -1.35808 1.70093 -1.82363  0.1383
73 H 2.99928 2.13960 7.39508  0.0875
74 H 0.19042 1.23322 4.46176  0.1279
75 H 2.04543 -0.20226 -3.70349  0.1203
76 H 0.70531 -2.32354 -2.43866  0.1097
77 H 1.70707 -0.84476 3.17568  0.0764
78 H 1.10406 3.99266 -3.08772  0.1325
79 H -0.14930 4.04494 -6.58496  0.0933


No. 3
# C22H42BrF2N2O5S

A 2-piece molecular cluster, C22H42BrF2N2O5S overall (the ωB97M-V functional and the def2-TZVPD basis, the Open Molecules 2025 dataset).

The net charge is +1. The value obtained for the HOMO energy is -11.58 eV.

Each line ends with the Löwdin charge.
Positions of all 75 atoms, in Å:
1 Br -1.32162 2.45678 3.82759  0.7805
2 S -1.19481 -2.35445 4.33323  0.5907
3 F 1.13211 1.57132 0.85328  0.0771
4 F -3.68150 -0.66008 -2.12519  -0.0294
5 O -0.61608 -1.89703 3.10976  -0.2490
6 O -2.00931 -3.67812 4.01884  -0.1764
7 O -3.08856 3.32192 1.91578  0.0817
8 O -0.37766 -2.52123 5.47194  -0.1808
9 O -2.43396 -1.43078 4.70496  -0.1938
10 N 0.50989 -0.64076 0.58479  0.0008
11 N 5.19514 -0.40785 1.90817  0.0034
12 C -3.33805 -3.57481 4.57298  -0.1334
13 C -2.45238 2.38067 2.24465  -0.7853
14 C -4.78226 1.30410 -2.87654  -0.0255
15 C 5.41711 -1.32976 0.76913  -0.2694
16 C 4.70636 -2.67480 0.93947  -0.1822
17 C 1.00547 4.15376 -3.66843  -0.0885
18 C 0.46057 -0.87560 -0.91396  -0.0398
19 C -3.67446 -2.10599 4.41182  -0.1393
20 C -1.21060 1.19257 0.44373  -0.1818
21 C 0.51214 1.44431 -2.14904  -0.3040
22 C -2.56995 1.37978 -1.63709  -0.0889
23 C 0.09654 0.70558 1.06723  -0.2508
24 C 2.11801 -2.52631 1.02429  -0.1526
25 C 1.83813 -1.02827 1.18423  -0.1079
26 C -2.35812 1.09594 1.47567  -0.1343
27 C 1.04291 2.76927 -4.33147  -0.2491
28 C 3.37032 -2.81064 0.18316  -0.1910
29 C -1.57932 0.49758 -0.88258  -0.2206
30 C -3.45122 0.62755 -2.63289  -0.3600
31 C -0.29262 0.19071 -1.68869  -0.1933
32 C 0.18448 1.71615 -3.63356  -0.1830
33 C 2.02977 1.32483 -1.99687  -0.0442
34 H -0.16317 -1.28020 1.01834  0.1523
35 H 2.46807 2.32117 -1.96962  0.0925
36 H -3.96916 -1.86908 3.38801  0.1319
37 H 1.47094 -1.05083 -1.26308  0.1187
38 H 0.96496 4.10600 -2.58370  0.0611
39 H 3.40602 -2.13977 -0.67807  0.0986
40 H -5.22093 1.67452 -1.95158  0.0836
41 H 1.27048 -3.02490 0.55427  0.1143
42 H -4.43708 -1.76366 5.10427  0.1425
43 H -3.22859 1.86089 -0.91157  0.1148
44 H -3.30950 0.99612 0.95859  0.1296
45 H -0.62598 -0.32301 -2.59176  0.1482
46 H -2.03097 -0.46625 -0.64303  0.1466
47 H 5.37133 -3.44473 0.55330  0.1095
48 H -5.47574 0.59262 -3.31936  0.0887
49 H -0.07016 -1.81729 -1.04113  0.1456
50 H 0.63191 2.88645 -5.33508  0.1098
51 H -3.30490 -3.87650 5.62011  0.1414
52 H -0.02029 0.59826 2.14552  0.1103
53 H -4.00558 -4.22754 4.01977  0.1417
54 H 2.06396 2.42528 -4.48440  0.0995
55 H 1.80629 -0.70639 2.22079  0.1348
56 H 2.26560 -2.95199 2.01335  0.1197
57 H 6.48893 -1.48964 0.67058  0.1018
58 H 3.29433 -3.81492 -0.22930  0.1129
59 H -2.94443 0.52682 -3.59508  0.1404
60 H 4.91729 0.51041 1.58984  0.0589
61 H -2.21361 0.25837 2.15546  0.0988
62 H -4.67876 2.13909 -3.56648  0.0915
63 H -0.85329 2.03417 -3.74367  0.1020
64 H 2.59298 -0.44936 0.66226  0.1067
65 H 4.56979 -2.86570 2.00413  0.1122
66 H 5.09170 -0.84982 -0.15705  0.0980
67 H 0.17258 2.31796 -1.59443  0.1185
68 H -1.03634 2.24440 0.21649  0.1578
69 H 4.45655 -0.75289 2.50645  0.0459
70 H 2.34728 0.83834 -1.08098  0.0471
71 H 0.15099 4.71346 -4.04337  0.0753
72 H 0.27340 0.77710 -4.18569  0.1225
73 H 2.48539 0.81375 -2.84437  0.0972
74 H -2.04359 2.19178 -2.13118  0.1206
75 H 1.88483 4.72121 -3.96595  0.0765